No. 1
DFT (ωB97M-V/def2-TZVPD) results for a molecular structure, C46H45FeN6PSSe2Te.

The energy above the lowest of the compared OMol25 structures with the same formula, charge and spin comes out at 14.97 kcal/mol. The orbital gap (alpha / beta) is 4.23 / 4.59 eV. The net charge is -2. The calculation puts the HOMO energy (alpha / beta) at -0.20 / -0.56 eV. Its total energy is -249872.249 eV. The spin multiplicity is 5.

Each line ends with the Löwdin charge.
Geometry (Å):
Fe (0.389, 0.647, -0.257)  0.09
C (-3.130, 1.581, -0.512)  -0.06
C (-2.437, 2.232, -1.667)  -0.34
C (-3.142, 3.100, -2.513)  -0.03
C (-2.498, 3.740, -3.537)  -0.03
C (-1.118, 3.529, -3.708)  -0.18
C (-0.373, 4.193, -4.704)  -0.09
C (0.975, 3.955, -4.826)  -0.12
C (1.626, 3.091, -3.944)  -0.14
C (0.940, 2.454, -2.914)  -0.59
S (1.821, 1.533, -1.740)  0.58
C (-0.474, 2.634, -2.803)  -0.24
N (-1.146, 1.978, -1.818)  0.11
H (-4.153, 1.948, -0.407)  0.08
H (-2.567, 1.774, 0.400)  0.04
H (-3.126, 0.500, -0.643)  0.02
H (-4.200, 3.268, -2.349)  0.10
H (-3.028, 4.425, -4.189)  0.11
H (-0.878, 4.884, -5.371)  0.09
H (1.543, 4.451, -5.605)  0.09
H (2.690, 2.911, -4.027)  0.09
Se (1.584, -1.895, -1.373)  0.22
P (3.077, -1.584, 0.184)  0.21
Se (2.810, 0.190, 1.390)  0.34
C (4.687, -1.551, -0.684)  -0.38
C (5.010, -2.565, -1.588)  -0.11
C (6.152, -2.473, -2.365)  -0.10
C (6.984, -1.365, -2.261)  -0.11
C (6.664, -0.353, -1.365)  -0.10
C (5.530, -0.451, -0.574)  -0.11
C (3.060, -3.065, 1.263)  -0.37
C (2.962, -4.341, 0.707)  -0.12
C (2.822, -5.449, 1.524)  -0.11
C (2.750, -5.304, 2.902)  -0.11
C (2.858, -4.038, 3.462)  -0.09
C (3.032, -2.930, 2.648)  -0.13
H (4.340, -3.404, -1.716)  0.07
H (6.381, -3.255, -3.079)  0.09
H (7.857, -1.280, -2.896)  0.09
H (7.290, 0.530, -1.307)  0.09
H (5.264, 0.340, 0.116)  0.04
H (2.944, -4.455, -0.369)  0.07
H (2.739, -6.435, 1.081)  0.09
H (2.578, -6.168, 3.532)  0.09
H (2.783, -3.912, 4.535)  0.10
H (3.115, -1.939, 3.077)  0.04
C (-0.462, 4.150, 0.325)  -0.17
N (-0.472, 5.368, 1.152)  -0.09
C (0.900, 5.873, 1.216)  -0.20
N (1.828, 4.888, 1.764)  -0.09
C (1.771, 3.680, 0.922)  -0.21
N (0.418, 3.112, 0.865)  -0.10
C (-0.008, 2.796, 2.237)  -0.17
N (0.004, 3.991, 3.100)  -0.08
C (-0.883, 4.985, 2.505)  -0.19
C (1.363, 4.530, 3.105)  -0.19
H (-0.122, 4.414, -0.679)  0.13
H (-1.480, 3.768, 0.261)  0.11
H (0.918, 6.766, 1.851)  0.11
H (1.222, 6.145, 0.207)  0.12
H (2.454, 2.936, 1.329)  0.06
H (2.090, 3.932, -0.090)  0.10
H (0.668, 2.046, 2.651)  0.10
H (-1.012, 2.372, 2.213)  0.11
H (-0.893, 5.880, 3.137)  0.11
H (-1.893, 4.570, 2.457)  0.12
H (2.036, 3.778, 3.522)  0.12
H (1.385, 5.427, 3.736)  0.11
Te (-1.515, -1.605, -2.030)  1.28
C (-3.505, -2.240, -2.646)  -0.49
C (-4.636, -1.886, -1.914)  -0.14
C (-5.907, -2.271, -2.318)  -0.11
C (-6.073, -3.026, -3.471)  -0.12
C (-4.955, -3.396, -4.207)  -0.12
C (-3.688, -3.002, -3.798)  -0.15
C (-1.587, -3.114, -0.521)  -0.51
C (-2.377, -2.927, 0.601)  -0.14
C (-2.340, -3.832, 1.652)  -0.08
C (-1.525, -4.951, 1.572)  -0.10
C (-0.774, -5.169, 0.425)  -0.11
C (-0.797, -4.254, -0.616)  -0.19
H (-4.523, -1.297, -1.012)  0.08
H (-6.770, -1.980, -1.731)  0.09
H (-7.064, -3.320, -3.797)  0.09
H (-5.076, -4.001, -5.099)  0.09
H (-2.821, -3.295, -4.380)  0.08
H (-3.000, -2.048, 0.680)  0.08
H (-2.923, -3.637, 2.544)  0.10
H (-1.471, -5.648, 2.401)  0.09
H (-0.147, -6.051, 0.352)  0.09
H (-0.187, -4.410, -1.496)  0.07
N (-0.701, 0.019, 0.959)  -0.14
C (-1.130, -0.395, 2.136)  -0.48
C (-0.313, -1.134, 3.060)  -0.07
C (-0.752, -1.493, 4.315)  -0.15
C (-2.046, -1.194, 4.755)  -0.19
C (-2.892, -0.521, 3.875)  -0.17
C (-2.465, -0.139, 2.617)  -0.10
H (0.680, -1.415, 2.735)  0.04
H (-0.079, -2.030, 4.981)  0.08
H (-2.393, -1.495, 5.738)  0.06
H (-3.907, -0.286, 4.186)  0.08
H (-3.162, 0.363, 1.955)  0.07

---

No. 2
DFT (ωB97M-V/def2-TZVPD) results for a single C4H6N2S molecule.

The energy above the lowest of the compared OMol25 structures with the same formula, charge and spin comes out at 94.83 kcal/mol. The orbital gap is 8.86 eV. The calculation puts the HOMO energy at -8.81 eV. Its total energy is -18056.861 eV.

Each line ends with the Löwdin charge.
Geometry (Å):
C (-1.691, -0.892, 1.062)  -0.11
C (-1.105, -0.322, -0.177)  -0.73
S (-1.535, -0.016, -1.858)  0.52
N (0.179, 0.240, 0.143)  -0.11
C (0.981, 0.202, 1.373)  -0.23
C (2.398, 0.320, 0.945)  -0.13
N (3.410, 0.787, 0.301)  0.12
H (-1.140, -1.746, 1.396)  0.07
H (-2.752, -1.504, 0.851)  0.16
H (-1.900, -0.282, 1.799)  0.02
H (0.531, 0.700, -0.825)  0.14
H (0.472, 0.822, 2.234)  0.16
H (0.731, -0.773, 1.948)  0.12

---

No. 3
DFT (ωB97M-V/def2-TZVPD) results for 13 unconnected molecules or ions with the total composition C38H100N6O13.

The energy above the lowest of the compared OMol25 structures with the same formula, charge and spin comes out at 0.00 kcal/mol. The orbital gap is 8.34 eV. The calculation puts the HOMO energy at -8.01 eV. Its total energy is -76582.938 eV.

Each line ends with the Löwdin charge.
Geometry (Å):
C (16.127, 34.342, -2.318)  -0.03
C (17.631, 34.560, -2.626)  -0.50
C (17.956, 35.985, -2.118)  -0.13
C (18.103, 36.192, -0.619)  -0.16
C (19.147, 35.203, -0.101)  -0.17
C (18.842, 33.757, -0.474)  -0.47
N (18.486, 33.598, -1.900)  -0.09
O (18.186, 32.261, -2.239)  -0.04
C (20.097, 32.942, -0.207)  -0.05
C (17.749, 33.122, 0.415)  -0.01
C (17.942, 34.462, -4.114)  -0.03
H (15.837, 34.724, -1.340)  0.07
H (15.867, 33.280, -2.293)  0.08
H (15.484, 34.760, -3.094)  0.08
H (18.907, 36.278, -2.580)  0.12
H (17.197, 36.660, -2.522)  0.12
H (17.160, 36.122, -0.072)  0.11
H (18.496, 37.195, -0.442)  0.11
H (19.060, 35.275, 0.986)  0.14
H (20.082, 35.606, -0.494)  0.02
H (19.949, 31.877, -0.408)  0.08
H (20.930, 33.220, -0.860)  0.07
H (20.381, 33.029, 0.843)  0.09
H (18.048, 32.971, 1.454)  0.08
H (16.810, 33.657, 0.273)  0.07
H (17.556, 32.090, 0.112)  0.07
H (17.214, 35.042, -4.681)  0.09
H (17.782, 33.418, -4.386)  0.08
H (18.969, 34.793, -4.243)  0.08
H (19.054, 31.811, -2.382)  0.06
C (27.010, 29.681, -0.993)  -0.03
C (28.059, 30.549, -0.265)  -0.47
C (28.165, 29.972, 1.139)  -0.14
C (29.357, 30.406, 1.985)  -0.17
C (30.606, 29.947, 1.238)  -0.14
C (30.665, 30.430, -0.243)  -0.49
N (29.358, 30.320, -0.891)  -0.12
O (29.371, 30.597, -2.266)  -0.01
C (31.212, 31.875, -0.208)  -0.03
C (31.657, 29.474, -0.952)  -0.03
C (27.678, 32.057, -0.287)  0.00
H (26.780, 30.053, -2.001)  0.06
H (25.981, 29.762, -0.641)  0.05
H (27.395, 28.671, -1.121)  0.09
H (27.251, 30.176, 1.702)  0.09
H (28.223, 28.883, 1.058)  0.12
H (29.285, 29.959, 2.980)  0.11
H (29.350, 31.476, 2.213)  0.11
H (30.683, 28.862, 1.334)  0.12
H (31.471, 30.363, 1.760)  0.11
H (30.478, 32.570, 0.199)  0.07
H (32.113, 31.899, 0.406)  0.08
H (31.538, 32.264, -1.177)  0.08
H (32.657, 29.573, -0.527)  0.08
H (31.348, 28.437, -0.832)  0.08
H (31.699, 29.722, -2.012)  0.07
H (27.654, 32.387, -1.329)  0.07
H (28.241, 32.774, 0.312)  0.08
H (26.657, 32.276, 0.036)  0.05
H (29.542, 31.551, -2.340)  0.10
C (23.710, 27.539, -2.816)  -0.60
O (23.850, 28.781, -2.809)  -0.06
N (22.507, 26.967, -2.572)  0.21
N (24.750, 26.696, -3.068)  0.19
H (22.601, 25.973, -2.659)  0.11
H (21.781, 27.523, -2.118)  0.08
H (24.635, 25.724, -3.273)  0.11
H (25.656, 27.129, -3.126)  0.10
C (21.170, 31.222, -3.756)  -0.60
O (20.414, 30.672, -2.928)  -0.01
N (20.852, 32.321, -4.453)  0.21
N (22.433, 30.747, -3.914)  0.20
H (20.025, 32.849, -4.250)  0.07
H (21.496, 32.726, -5.107)  0.11
H (23.074, 31.282, -4.470)  0.09
H (22.686, 29.933, -3.375)  0.05
C (24.172, 31.727, -0.486)  -0.06
C (22.682, 31.420, -0.421)  -0.25
O (22.473, 29.997, -0.434)  -0.12
H (24.412, 32.787, -0.576)  0.06
H (24.614, 31.206, -1.337)  0.06
H (24.687, 31.389, 0.416)  0.07
H (22.149, 31.759, -1.313)  0.08
H (22.221, 31.747, 0.509)  0.09
H (22.948, 29.627, -1.191)  0.05
C (18.243, 28.886, -0.390)  -0.07
C (19.727, 28.564, -0.466)  -0.29
O (20.128, 28.161, -1.785)  -0.12
H (18.002, 29.813, -0.916)  0.06
H (17.943, 29.052, 0.648)  0.07
H (17.646, 28.073, -0.800)  0.08
H (19.974, 27.710, 0.167)  0.11
H (20.365, 29.395, -0.157)  0.08
H (20.157, 28.993, -2.291)  0.04
C (24.405, 33.948, -3.364)  -0.08
C (25.894, 33.943, -3.531)  -0.31
O (26.336, 33.123, -4.597)  -0.09
H (24.226, 34.628, -2.522)  0.06
H (23.899, 33.004, -3.167)  0.05
H (23.908, 34.394, -4.234)  0.08
H (26.262, 33.499, -2.593)  0.09
H (26.341, 34.924, -3.674)  0.11
H (26.006, 32.212, -4.517)  0.03
C (20.763, 29.755, 4.120)  -0.08
C (20.996, 30.832, 3.088)  -0.30
O (20.786, 32.132, 3.683)  -0.10
H (20.702, 28.764, 3.669)  0.07
H (19.877, 29.922, 4.738)  0.07
H (21.574, 29.728, 4.851)  0.07
H (20.371, 30.776, 2.196)  0.10
H (22.046, 30.787, 2.804)  0.10
H (19.852, 32.212, 3.899)  0.07
C (25.491, 36.986, -0.973)  -0.09
C (25.874, 36.492, 0.388)  -0.32
O (25.553, 35.123, 0.599)  -0.10
H (24.409, 37.015, -1.102)  0.06
H (25.955, 36.385, -1.762)  0.06
H (25.967, 37.955, -1.153)  0.08
H (25.326, 37.049, 1.157)  0.11
H (26.948, 36.640, 0.502)  0.11
H (24.598, 34.993, 0.458)  0.03
C (24.728, 27.161, 0.712)  -0.08
C (23.984, 27.829, 1.848)  -0.31
O (22.629, 28.115, 1.510)  -0.10
H (25.659, 26.671, 1.001)  0.08
H (24.779, 27.757, -0.197)  0.04
H (24.149, 26.263, 0.452)  0.08
H (24.414, 28.817, 2.054)  0.09
H (24.016, 27.189, 2.728)  0.11
H (22.709, 28.592, 0.665)  0.03
C (25.961, 31.529, 4.040)  -0.07
C (25.906, 30.034, 4.268)  -0.34
O (26.725, 29.725, 5.399)  -0.08
H (25.475, 32.056, 4.858)  0.08
H (25.606, 31.824, 3.054)  0.07
H (27.024, 31.788, 4.057)  0.07
H (26.281, 29.445, 3.427)  0.08
H (24.874, 29.716, 4.456)  0.10
H (26.735, 28.772, 5.522)  0.08
C (27.507, 29.593, -4.807)  -0.08
C (26.092, 29.791, -5.334)  -0.27
O (25.319, 30.573, -4.415)  -0.13
H (27.892, 30.543, -4.440)  0.07
H (28.117, 29.181, -5.613)  0.08
H (27.529, 28.913, -3.953)  0.06
H (25.601, 28.817, -5.429)  0.11
H (26.104, 30.260, -6.319)  0.12
H (24.792, 29.944, -3.901)  0.03
C (21.464, 36.717, 0.431)  -0.06
C (21.905, 35.557, -0.459)  -0.31
O (22.784, 34.697, 0.250)  -0.07
H (22.309, 37.320, 0.759)  0.09
H (20.825, 36.355, 1.240)  0.08
H (20.782, 37.359, -0.136)  0.09
H (22.383, 35.970, -1.344)  0.12
H (20.951, 35.069, -0.686)  0.03
H (22.324, 34.483, 1.071)  0.11

---

No. 4
DFT (ωB97M-V/def2-TZVPD) results for a gas-phase ion, C6H11N (charge +1).

The energy above the lowest of the compared OMol25 structures with the same formula, charge and spin comes out at 40.52 kcal/mol. The orbital gap (alpha / beta) is 7.45 / 4.87 eV. The net charge is +1. The calculation puts the HOMO energy (alpha / beta) at -12.63 / -12.57 eV. Its total energy is -7880.527 eV. The spin multiplicity is 2.

Each line ends with the Löwdin charge.
Geometry (Å):
C (-0.354, -1.985, -1.204)  -0.30
C (0.043, -0.538, -1.230)  -0.15
C (0.378, -0.063, 0.139)  0.06
C (0.191, 1.245, 0.601)  0.00
C (1.002, 1.711, 1.666)  -0.09
C (0.924, 3.009, 2.067)  0.18
N (-1.779, -2.194, -1.372)  0.01
H (0.113, -2.556, -2.028)  0.13
H (0.049, -2.641, -0.421)  0.12
H (0.919, -0.319, -1.852)  0.16
H (-0.729, 0.045, -1.724)  0.14
H (0.844, -0.746, 0.844)  0.14
H (-0.607, 1.828, 0.154)  0.14
H (1.766, 1.024, 2.010)  0.13
H (0.215, 3.681, 1.599)  0.10
H (1.480, 3.428, 2.893)  0.10
H (-2.104, -3.132, -1.498)  0.08
H (-2.351, -1.799, -0.644)  0.07